1.
DFT (ωB97M-V/def2-TZVPD) results for a cluster of 2 separate species, C2H4O3P in total in a non-equilibrium geometry.

Cartesian coordinates (Å):
C  -2.750  -2.306  0.426
C  0.957  -0.076  -0.681
O  -0.604  2.223  0.164
O  -2.240  -2.164  -0.570
O  -0.305  0.374  1.852
P  0.201  1.119  0.650
H  1.457  1.778  0.987
H  0.124  -0.662  -1.184
H  1.480  0.539  -1.529
H  1.680  -0.824  -0.116

Force components x, y, z for each atom (eV/Å):
0.20 0.08 -0.33
0.00 -0.15 -0.08
-1.77 1.78 -2.08
-0.18 -0.04 0.36
0.36 -0.75 -0.51
2.55 -1.40 1.55
-0.06 -0.51 0.04
0.96 0.50 0.62
-0.70 -1.12 1.72
-1.36 1.61 -1.31

## Properties
HOMO, hartree: -0.1630
HOMO-LUMO gap, eV: 8.259
Molar mass, g/mol: 107.02
Charge: -1
Spin multiplicity: 1

Atomic partial charges in e from the Löwdin method, atoms 1 to 4: C -0.01; C -0.27; O -0.46; O 0.00

***

2.
DFT (ωB97M-V/def2-TZVPD) results for a cluster of 3 separate species, C6H14O2 in total in a non-equilibrium geometry.

Cartesian coordinates (Å):
C  1.256  -0.797  -1.225
C  0.877  0.387  -0.762
C  0.376  1.616  -1.451
C  0.776  0.575  0.721
C  1.274  -0.288  1.623
C  1.150  -0.120  3.085
H  1.146  -1.087  -2.265
H  1.858  -1.519  -0.701
H  -0.695  1.761  -1.238
H  1.063  2.423  -1.271
H  0.328  1.699  -2.557
H  0.355  1.555  0.982
H  1.847  -1.150  1.361
H  0.469  0.701  3.380
H  2.061  0.329  3.495
H  0.869  -1.087  3.525
O  -3.662  -0.878  0.436
H  -3.105  -0.295  0.970
H  -3.305  -0.857  -0.459
O  -1.938  -0.837  -2.359
H  -1.115  -0.396  -2.597
H  -1.883  -1.736  -2.693

Force components x, y, z for each atom (eV/Å):
0.49 0.14 -1.67
-0.27 -0.38 1.31
-1.06 -0.45 -2.21
1.27 -0.29 -0.24
-0.75 1.57 -0.23
-0.27 1.16 0.68
0.18 0.42 -0.25
-0.52 -0.18 0.71
0.53 0.62 0.75
-0.20 0.69 0.92
0.43 -1.09 0.19
-0.11 -0.62 0.45
0.03 -0.48 -0.59
-0.39 -0.74 -0.36
0.44 -0.89 0.16
0.25 0.54 0.36
-0.06 0.07 0.23
-0.07 -0.19 -0.33
0.24 0.13 0.02
-0.28 0.20 0.05
-0.03 -0.22 0.08
0.16 0.00 -0.04

## Properties
HOMO, hartree: -0.3150
HOMO-LUMO gap, eV: 9.216
Molar mass, g/mol: 118.18
Charge: 0
Structure (SMILES): C=C(C)/C=C/C.O.O
Spin multiplicity: 1

Atomic partial charges in e from the Löwdin method, atoms 1 to 4: C 0.03; C -0.37; C -0.09; C -0.08

***

3.
DFT (ωB97M-V/def2-TZVPD) results for a structure of composition C48H44As2DyN3O10PS2 in a non-equilibrium geometry.

Cartesian coordinates (Å):
Dy  1.851  -0.483  0.395
C  -2.308  -5.407  5.515
C  -0.949  -5.005  5.305
C  -0.725  -3.660  4.989
C  -1.754  -2.822  4.513
C  -3.087  -3.167  4.779
C  -3.310  -4.473  5.256
P  -1.095  -1.564  3.404
C  -2.498  -0.353  3.336
C  -3.645  -0.541  2.545
C  -4.505  0.543  2.477
C  -4.248  1.761  3.072
C  -3.149  1.960  3.936
C  -2.270  0.864  4.054
C  -1.157  -2.373  1.793
C  -2.002  -3.432  1.397
C  -1.814  -3.929  0.111
C  -0.731  -3.539  -0.693
C  0.177  -2.624  -0.152
C  -0.151  -1.837  0.979
H  -2.597  -6.430  5.619
H  -0.146  -5.727  5.290
H  0.286  -3.307  4.922
H  -3.922  -2.470  4.573
H  -4.324  -4.822  5.423
H  -3.660  -1.432  1.947
H  -5.321  0.493  1.775
H  -4.933  2.562  2.850
H  -2.897  2.940  4.341
H  -1.410  0.836  4.738
H  -2.750  -3.848  2.174
H  -2.536  -4.665  -0.294
H  -0.553  -4.003  -1.646
H  1.058  -2.359  -0.777
C  4.989  -1.629  -1.785
C  5.034  -0.330  -1.070
N  3.947  0.176  -0.492
C  4.224  1.433  0.064
C  5.487  1.894  -0.316
S  6.441  0.649  -0.983
C  3.261  2.266  0.717
C  3.525  3.515  1.234
S  2.164  4.262  1.941
C  1.240  2.766  1.580
N  1.992  1.820  0.981
C  -0.211  2.652  1.856
H  5.752  -1.612  -2.565
H  3.994  -1.938  -2.304
H  5.373  -2.434  -1.118
H  5.998  2.826  -0.038
H  4.526  3.959  1.203
H  -0.478  3.175  2.760
H  -0.470  1.590  1.952
H  -0.738  3.077  1.003
O  4.061  0.969  3.818
C  3.807  -0.195  3.514
N  3.050  -0.605  2.433
C  3.470  -1.869  2.087
O  2.963  -2.484  1.062
C  4.430  -2.393  3.026
C  5.055  -3.617  3.149
C  5.779  -3.856  4.316
C  6.026  -2.875  5.255
C  5.430  -1.623  5.143
C  4.618  -1.404  4.035
H  4.932  -4.434  2.419
H  6.168  -4.816  4.609
H  6.687  -3.045  6.124
H  5.570  -0.812  5.926
C  -3.957  5.166  -4.437
O  -4.708  4.460  -3.423
C  -4.919  3.088  -3.483
O  -6.041  2.638  -3.399
C  -3.679  2.261  -3.477
C  -3.303  1.472  -4.499
As  -1.645  0.406  -4.524
C  -0.822  1.435  -5.974
C  -0.469  1.060  -3.004
C  -0.828  2.060  -2.147
As  -2.718  2.348  -1.698
C  -3.268  0.462  -1.164
C  0.147  3.130  -1.837
O  -0.040  3.952  -0.929
O  1.333  3.070  -2.441
C  2.160  4.292  -2.434
C  0.812  0.304  -2.930
O  1.391  0.020  -1.800
O  1.354  0.083  -4.106
C  2.833  -0.087  -4.266
C  -3.985  1.492  -5.819
O  -4.602  2.420  -6.309
O  -4.025  0.190  -6.376
C  -5.046  -0.603  -5.784
H  -3.976  6.185  -4.071
H  -4.487  5.062  -5.398
H  -2.860  4.788  -4.535
H  -1.468  1.345  -6.868
H  0.164  1.100  -6.112
H  -0.940  2.458  -5.634
H  -3.310  -0.158  -2.071
H  -4.276  0.517  -0.687
H  -2.479  0.059  -0.486
H  2.488  4.359  -3.440
H  3.026  4.118  -1.806
H  1.552  5.118  -2.102
H  3.373  0.705  -3.657
H  2.944  0.113  -5.340
H  3.138  -1.113  -4.095
H  -5.693  -0.896  -6.602
H  -5.575  -0.051  -4.946
H  -4.619  -1.572  -5.371

Force components x, y, z for each atom (eV/Å):
-2.06 -1.89 1.22
1.52 1.36 -1.68
-1.98 0.35 0.44
-0.39 -1.09 -0.80
-0.06 -0.44 1.00
0.33 -0.60 -0.16
-0.59 0.22 0.56
-0.48 1.29 0.98
0.25 0.52 0.28
1.75 1.25 1.12
-0.23 -0.33 -1.10
0.48 0.43 0.90
0.27 -1.28 -1.08
-0.66 -0.72 -0.07
-0.43 -0.06 -0.11
0.15 0.24 1.22
-0.81 -0.81 -0.72
0.14 -0.13 1.30
-1.33 1.24 -0.53
1.60 -0.72 -1.02
0.07 -0.46 0.48
0.15 0.06 0.51
0.44 0.09 -0.28
0.61 -0.65 -0.03
-0.06 0.24 -0.06
-0.66 -0.24 -0.24
-0.43 -0.03 0.06
-0.06 0.25 0.11
-0.29 -0.31 0.16
-0.23 0.49 -0.43
1.15 0.61 -1.67
0.60 0.42 0.32
-0.04 -0.19 -0.22
-0.27 -0.42 -0.06
0.07 -1.51 -0.70
-1.51 0.00 0.30
2.14 0.86 0.14
2.48 0.18 -2.38
-0.22 0.06 1.67
-1.04 -0.11 -0.55
-0.50 1.52 1.61
0.89 -0.35 -0.67
-0.60 -2.24 -0.64
1.82 -0.03 -0.42
-1.72 2.11 0.60
0.35 -0.66 -0.27
-0.12 0.05 -0.23
1.64 0.76 1.44
-0.77 0.32 -0.28
-0.53 -0.53 -0.11
-0.70 0.08 0.15
-0.17 0.12 0.25
-0.08 0.23 0.08
-0.19 0.08 0.08
-1.07 -1.50 -0.16
2.23 1.39 0.58
0.31 -1.20 -0.85
-2.09 -0.20 -1.48
1.29 1.87 1.52
1.19 0.30 1.95
-0.34 -1.03 -0.17
0.44 -0.13 0.32
0.16 0.67 0.80
-0.40 1.75 0.25
-0.72 -0.40 -0.94
-0.06 0.61 0.36
0.14 -0.43 -0.68
-0.57 -0.20 -0.61
-0.16 -1.17 -1.17
1.01 -1.20 -0.06
-0.15 -1.19 -0.13
-1.36 1.11 -0.19
1.70 0.37 0.02
0.64 -0.55 -0.10
1.30 1.42 0.85
-0.61 -1.75 0.07
-1.99 0.68 0.39
-0.90 -0.38 0.40
0.45 -0.69 -2.53
-1.28 -0.05 0.41
0.58 0.36 -0.21
0.73 0.97 4.23
-0.38 -0.85 -1.92
-0.05 0.08 -1.01
-0.58 -1.28 0.51
2.43 1.05 2.74
-1.97 0.71 -4.16
0.75 -0.17 0.57
-0.61 1.11 -0.14
-2.50 -0.38 -0.81
1.72 -1.49 0.81
0.93 1.94 0.27
-0.24 -1.19 1.27
0.19 0.14 -0.22
0.40 0.13 0.36
-1.80 0.56 0.20
0.49 -0.34 0.37
1.18 -0.16 -0.40
0.62 0.36 -0.19
-0.06 0.08 0.35
0.97 0.01 -0.31
-0.76 0.25 -0.25
0.22 0.40 -0.89
-0.07 0.04 0.36
0.05 0.27 0.07
-0.75 -1.22 -0.57
0.12 0.04 0.44
-0.11 0.07 0.41
-0.53 0.16 0.18
0.39 -0.67 -1.10
-0.23 1.27 -0.33

## Properties
HOMO (alpha / beta), hartree: -0.3509 / -0.3508
HOMO-LUMO gap (alpha / beta), eV: 5.230 / 5.229
Expectation value of S²: 9.3293
Molar mass, g/mol: 1230.34
Charge: +1
Spin multiplicity: 6

Atomic partial charges in e from the Löwdin method, atoms 1 to 4: Dy 1.62; C -0.07; C -0.06; C -0.12

***

4.
DFT (ωB97M-V/def2-TZVPD) results for the ion C3H8NO2S with charge +1 in a non-equilibrium geometry.

Cartesian coordinates (Å):
C  1.450  1.447  -0.124
C  1.184  0.086  -0.607
O  0.060  -0.590  0.065
C  -1.148  -0.151  -0.179
N  -2.223  -1.446  -0.010
O  -1.558  0.806  -0.942
S  -2.060  1.172  0.726
H  0.671  2.022  -0.583
H  1.266  1.573  0.889
H  2.517  1.680  -0.377
H  2.014  -0.594  -0.505
H  0.861  0.117  -1.582
H  -1.747  -2.159  0.643
H  -2.483  -1.967  -0.868
H  -3.133  -1.183  0.278

Force components x, y, z for each atom (eV/Å):
0.69 0.22 -1.19
0.43 -1.06 1.05
-0.98 -0.46 -0.06
-1.26 -0.91 2.73
2.70 -1.93 -0.95
-0.05 0.05 -1.22
0.34 0.26 0.02
0.30 1.24 -0.55
0.20 -0.05 2.18
-1.21 0.34 0.08
0.04 -0.35 0.19
-0.20 -0.01 -2.53
-1.09 1.44 -0.98
1.01 0.25 -0.07
-0.91 0.96 1.30

## Properties
HOMO, hartree: -0.5151
HOMO-LUMO gap, eV: 9.374
Molar mass, g/mol: 122.17
Charge: +1
Structure (SMILES): CCO[C@]1([NH3+])OS1
Spin multiplicity: 1

Atomic partial charges in e from the Löwdin method, atoms 1 to 4: C -0.04; C -0.16; O 0.00; C -0.81

***

Question: Which of these has the highest molar mass?
Answer: C48H44As2DyN3O10PS2